Entry from the OMol25 dataset: a cluster of 2 separate species, C2H3BrI2O in total in a non-equilibrium geometry (ωB97M-V/def2-TZVPD).

XYZ file:
```
9
C2H3BrI2O, DFT ωB97M-V/def2-TZVPD
C 1.19426 0.49209 0.33210
C -2.38774 -0.21707 0.37807
O 1.45506 1.79895 0.35932
Br -2.59903 -1.78730 -0.60856
I 2.10744 -0.77121 -1.00122
I -2.51381 1.73747 -0.40261
H 0.96648 0.13623 1.27422
H -2.29478 -0.27352 1.54018
H 1.33580 2.04468 -0.53732
```

Calculated values
Relative energy (zero: lowest compared OMol25 entry of this formula, charge and spin) = 0.0 kJ/mol
Kohn-Sham gap (spin up / spin down) = 8.01 / 7.10 eV
E_HOMO (spin up / spin down) = -8.2 / -7.6 eV

For each atom in turn, the natural (NBO) charge in e is: atom 1 (C): -0.079, atom 2 (C): -0.574, atom 3 (O): -0.659, atom 4 (Br): 0.142, atom 5 (I): 0.105, atom 6 (I): 0.199, atom 7 (H): 0.158, atom 8 (H): 0.227, atom 9 (H): 0.480

Entry from the OMol25 dataset: an isolated molecule of C2H3BrINO2 in a non-equilibrium geometry (ωB97M-V/def2-TZVPD).

XYZ file:
```
10
C2H3BrINO2, DFT ωB97M-V/def2-TZVPD
C -0.98995 -1.36966 0.49221
C 1.13209 0.40308 -0.62502
N 0.27716 1.27666 -0.18495
O -0.83909 1.47565 -0.79814
O 0.47429 1.86060 0.84185
Br 2.54892 0.01802 0.44073
I -2.37634 0.03013 0.37759
H -0.82314 -2.19935 -0.14960
H -0.24017 -1.30436 1.11323
H 0.83623 -0.19077 -1.50789
```

Calculated values
Relative energy (zero: lowest compared OMol25 entry of this formula, charge and spin) = 383.4 kJ/mol
Kohn-Sham gap (spin up / spin down) = 6.22 / 7.10 eV
E_HOMO (spin up / spin down) = -8.4 / -8.7 eV

For each atom in turn, the natural (NBO) charge in e is: atom 1 (C): -0.575, atom 2 (C): -0.222, atom 3 (N): 0.348, atom 4 (O): -0.524, atom 5 (O): -0.494, atom 6 (Br): 0.145, atom 7 (I): 0.701, atom 8 (H): 0.207, atom 9 (H): 0.175, atom 10 (H): 0.239

Entry from the OMol25 dataset: a structure of composition C2H3BrINO3 in a non-equilibrium geometry (ωB97M-V/def2-TZVPD).

XYZ file:
```
11
C2H3BrINO3, DFT ωB97M-V/def2-TZVPD
C 0.04513 -0.28496 1.13886
C 1.21663 -0.64628 0.58642
N -0.37303 1.55291 -1.64430
O -1.18397 0.51622 -1.56486
O -0.04133 2.05445 -0.60982
O -1.19223 -0.75336 0.87876
Br 2.87121 0.13782 1.02377
I 1.26119 -2.19501 -0.92982
H 0.07218 0.63744 1.65253
H -1.62590 0.34062 -0.67573
H -1.04987 -1.35986 0.14419
```

Calculated values
Relative energy (zero: lowest compared OMol25 entry of this formula, charge and spin) = 0.0 kJ/mol
Kohn-Sham gap = 9.05 eV
E_HOMO = -9.2 eV

For each atom in turn, the natural (NBO) charge in e is: atom 1 (C): 0.074, atom 2 (C): -0.372, atom 3 (N): 0.380, atom 4 (O): -0.531, atom 5 (O): -0.340, atom 6 (O): -0.668, atom 7 (Br): 0.138, atom 8 (I): 0.142, atom 9 (H): 0.217, atom 10 (H): 0.476, atom 11 (H): 0.487

Entry from the OMol25 dataset: an isolated molecule of C2H3BrN2S in a non-equilibrium geometry (ωB97M-V/def2-TZVPD).

XYZ file:
```
9
C2H3BrN2S, DFT ωB97M-V/def2-TZVPD
C 1.26737 -0.03687 0.57252
C -1.24558 -0.42554 -0.70935
N 0.76202 1.13686 0.14615
N -0.22766 1.42131 -0.34016
S 0.03275 -1.35358 -0.05626
Br -2.94879 -0.07084 0.26825
H 2.34979 -0.13778 0.18678
H 1.28839 -0.04844 1.65772
H -1.27831 -0.48511 -1.72564
```

Calculated values
Relative energy (zero: lowest compared OMol25 entry of this formula, charge and spin) = 255.3 kJ/mol
Kohn-Sham gap (spin up / spin down) = 9.13 / 9.13 eV
E_HOMO (spin up / spin down) = -8.7 / -8.7 eV

For each atom in turn, the natural (NBO) charge in e is: atom 1 (C): -0.388, atom 2 (C): -0.494, atom 3 (N): -0.071, atom 4 (N): 0.076, atom 5 (S): 0.183, atom 6 (Br): 0.002, atom 7 (H): 0.253, atom 8 (H): 0.248, atom 9 (H): 0.192